Entry 1:
This record from OMol25 describes the molecule C5H10O2. The level of theory is wB97M-V/def2-TZVPD.

The geometry in XYZ format:
```
17
Properties=species:S:1:pos:R:3:forces:R:3
O -0.072794 -1.216671 0.376393 -0.95 1.65 1.81
O -1.882017 -1.567143 -1.616481 0.15 -0.25 0.19
C 0.539372 1.035645 -0.260450 0.01 0.26 -0.24
C -1.388365 -0.292933 -1.302304 -0.10 0.72 -0.23
C 1.460131 0.059859 1.759058 0.26 1.03 0.43
C 0.005529 -0.359604 -0.732150 -0.01 0.02 -0.27
C 0.636595 0.989374 1.231667 1.74 0.74 0.37
H 1.530076 1.204980 -0.685324 -0.05 0.02 -0.04
H 2.178782 -0.473076 1.139579 -0.49 -0.23 0.08
H 1.437420 -0.194911 2.809456 0.29 0.31 0.18
H -0.206242 -0.398173 1.145242 0.15 -3.84 -1.99
H -0.106040 1.847834 -0.597147 -0.04 -0.05 -0.06
H 0.184117 1.735498 1.868523 -0.58 -0.26 0.06
H -1.590006 -2.125081 -0.876109 -0.15 0.04 -0.17
H 0.677918 -0.767476 -1.492910 0.00 -0.20 0.15
H -2.027637 0.210434 -0.558887 -0.04 0.00 -0.06
H -1.376841 0.311443 -2.208157 -0.19 0.02 -0.18
```
Forces are in eV/Å.

F_max = 4.33 eV Å⁻¹
LUMO level = 0.71 eV
Gap between HOMO and LUMO = 10.40 eV

Entry 2:
This record from OMol25 describes a 7-piece molecular cluster, C30H72BFN3O12 overall. The level of theory is wB97M-V/def2-TZVPD.

The geometry in XYZ format:
```
119
Properties=species:S:1:pos:R:3:forces:R:3
F -4.671430 -3.276093 0.335612 0.04 0.31 -0.03
O 2.337988 -1.355916 1.219380 0.20 -0.09 -0.36
O 0.655402 -0.452893 -3.050066 -0.82 -0.40 0.61
O -4.125386 1.061166 5.467544 0.10 0.14 -0.25
O -0.352162 -2.867505 1.530784 -0.30 -0.02 -0.20
O -5.914788 -1.552007 -0.340040 3.12 -1.55 0.99
O -2.021964 -4.018067 -0.620332 -0.08 0.14 0.18
O 6.445251 1.348014 2.870210 0.14 -0.06 -0.12
O 2.554402 -2.082666 -5.959672 -0.08 -0.14 0.09
O -2.944026 -2.790988 -2.302802 -0.16 0.20 -0.44
O -3.706701 -2.218754 8.428475 0.16 0.25 -0.22
O 0.187071 0.971364 1.670252 0.07 0.48 -0.89
O 0.432662 4.542981 -4.619110 -0.13 -0.07 0.14
N 0.018168 1.418106 -4.468441 -0.37 -0.62 0.36
N -1.340454 0.710092 -0.933181 -0.46 -0.14 -0.48
N 1.188859 2.911521 0.899134 -0.30 -0.53 -0.53
C -2.827126 -4.086031 7.156806 0.05 0.04 -0.06
C -2.831629 -0.345346 -4.323214 -0.43 -0.19 0.63
C 0.367292 1.736306 0.753096 0.11 -0.15 1.22
C -2.634059 1.167732 -0.325714 -1.39 -0.25 1.26
C -3.256997 -0.806372 4.190407 0.08 -0.02 -0.05
C 3.765094 -1.303379 1.124934 -0.15 0.26 0.18
C 4.403974 -0.979344 2.460229 -0.19 -0.22 0.01
C -0.677675 -4.341060 -0.315137 0.00 -0.27 -0.40
C 4.461684 -1.459875 -4.591612 -0.04 -0.01 0.05
C -0.054780 1.400170 -0.677715 0.16 0.33 0.94
C 3.980586 -1.989259 -5.927946 -0.09 0.24 0.10
C -2.937047 0.439470 4.998516 -0.29 -0.20 0.23
C -2.661569 1.480361 1.170406 0.05 0.68 0.49
C 2.440145 2.696380 0.156927 -0.12 -0.63 0.32
C 1.430977 5.147976 -6.761264 -0.04 -0.12 0.06
C -4.820144 -1.992292 0.013257 -3.20 1.23 -0.92
C -0.484368 -4.233155 1.151051 0.26 0.20 0.22
C 7.868884 1.369682 2.737547 -0.07 0.24 0.14
C -3.893869 -0.168193 -2.113921 1.06 0.31 0.61
C -2.398001 2.958353 1.521853 0.14 -0.54 -0.71
C 0.550103 4.165472 0.519830 0.41 0.13 0.12
C 8.550725 1.677152 4.057122 -0.08 -0.05 0.02
C 0.537923 5.572670 -5.612376 0.21 -0.02 -0.06
C -2.331926 -4.004271 -1.979350 0.06 -0.26 0.28
C -1.944323 -1.825562 -2.557490 -0.24 -0.35 0.88
C -1.578504 0.677855 -2.427304 0.89 -0.61 -0.62
C -2.509788 -2.840672 7.964524 -0.32 -0.27 0.16
C -3.606084 -1.137530 0.221615 -0.09 -0.27 -0.05
C -2.540622 -0.445113 -2.799999 -0.83 0.05 -1.03
C -3.736112 0.133033 -0.613695 0.15 -0.77 -0.54
B -0.264488 0.517619 -3.347705 0.66 0.61 -0.28
H 0.919390 6.484125 -5.144252 -0.06 0.04 -0.04
H 9.635591 1.673023 3.948496 0.00 0.02 0.00
H 2.761192 1.672662 0.315721 0.15 -0.28 0.05
H -0.963487 -2.724265 2.248768 -0.11 0.24 0.34
H -2.055556 1.596040 -2.729141 -0.17 0.56 0.36
H 0.638646 -1.137667 -3.723970 0.84 -0.20 -0.31
H 4.122628 -2.109595 -3.784027 0.04 -0.04 0.00
H -0.443646 -5.357325 -0.630215 -0.04 -0.24 -0.09
H 4.050749 -0.554638 0.375126 0.13 -0.08 -0.04
H -0.763540 1.489942 -5.108905 -0.05 0.28 -0.16
H 0.027966 4.158099 -0.438957 -0.18 -0.08 -0.16
H -3.366635 -4.815751 7.763546 0.07 -0.03 0.04
H -4.172559 -2.849869 8.982515 -0.06 -0.03 0.07
H -3.797997 -1.534703 4.797694 0.07 -0.03 0.03
H -3.669930 1.326263 1.517159 -0.52 -0.43 -0.20
H 0.023953 2.295362 -1.269284 -0.26 0.22 -0.48
H -2.166579 -0.951564 -4.922392 0.42 0.17 -0.27
H -3.467408 -3.833209 6.310502 0.04 0.02 -0.03
H -1.871245 -3.083230 8.819430 0.11 0.00 -0.08
H -3.306661 3.427315 1.856749 -0.25 0.18 0.41
H 5.487230 -0.954242 2.380731 0.04 0.08 0.02
H 8.271098 0.939798 4.809351 0.03 -0.04 -0.01
H 1.326197 4.911644 0.438941 0.31 0.20 -0.06
H 2.353730 2.839950 -0.919910 -0.02 0.27 -0.23
H 3.218267 3.310714 0.573437 0.22 0.47 0.01
H 4.119838 -1.726117 3.202832 0.01 -0.05 -0.04
H -4.289744 0.724803 -2.582416 -0.15 0.30 -0.20
H -1.393697 -2.169355 -3.424115 0.34 0.09 -0.33
H -4.595054 -0.959910 -2.307788 -0.19 -0.32 0.05
H 6.170265 2.215624 3.177728 -0.02 0.06 0.08
H 8.150906 2.107824 1.979687 0.09 -0.07 -0.03
H -2.342988 -1.275565 3.814610 -0.01 -0.01 0.03
H -3.899073 -0.553812 3.344963 -0.02 0.05 0.02
H -1.413432 -4.144644 -2.548147 0.17 0.01 -0.33
H 4.367427 -2.990026 -6.106646 -0.10 -0.05 -0.04
H 2.038371 -0.495200 1.521928 -0.14 0.02 0.27
H -0.098711 4.507989 1.303642 -0.47 0.04 0.21
H -2.297646 0.193896 5.852319 0.14 -0.03 -0.11
H -1.612650 3.076212 2.248420 0.19 0.15 0.31
H 2.441711 4.933001 -6.406857 0.03 0.08 -0.02
H 0.143165 2.354667 -4.088377 0.00 0.29 -0.40
H -3.816514 -0.764035 -4.466733 -0.32 -0.23 -0.22
H -4.662566 0.573757 -0.285490 -0.30 0.44 0.08
H -1.239864 -1.858815 -1.720749 0.17 0.19 0.17
H 1.321197 4.374336 -4.292949 0.12 0.05 -0.05
H -3.012569 -4.805644 -2.221352 -0.45 -0.14 0.00
H 4.089025 -2.279488 0.768781 -0.07 -0.03 -0.06
H 0.720461 0.697397 -0.955938 0.23 -0.18 -0.45
H 0.414054 -4.770722 1.426828 0.33 -0.13 0.12
H 1.491192 5.929881 -7.517903 0.02 0.01 0.01
H -1.915656 -4.555189 6.782670 -0.01 -0.03 0.01
H -4.587813 0.431566 6.028838 -0.02 0.00 0.11
H -0.472929 5.768307 -5.963103 -0.06 -0.04 0.08
H -2.973592 2.059887 -0.828760 0.45 0.46 -0.47
H 5.549688 -1.395757 -4.557151 0.00 0.02 -0.01
H -2.139341 3.480809 0.611566 0.34 0.39 -0.17
H 4.315547 -1.342537 -6.744376 0.10 -0.06 0.00
H -2.691695 -1.698259 0.081221 0.15 -0.40 -0.21
H -2.072485 0.813047 1.780986 0.34 -0.23 -0.09
H -2.897706 0.679082 -4.661808 0.15 0.30 -0.19
H 1.047758 4.239442 -7.226001 -0.04 0.02 -0.03
H 4.067258 -0.008925 2.827053 0.09 0.07 -0.04
H 4.049957 -0.464362 -4.405693 0.07 0.04 -0.03
H 0.004535 -3.669367 -0.834148 0.21 0.20 -0.09
H -3.634665 -0.916592 1.280568 0.04 0.23 0.39
H -2.415654 1.173548 4.383582 -0.02 0.07 0.05
H 8.245550 2.657465 4.430213 0.06 0.04 -0.04
H 2.209942 -1.195187 -5.824041 0.02 0.12 -0.11
H -1.988937 -2.107772 7.349382 -0.04 0.09 0.04
H -1.325817 -4.710399 1.639491 -0.22 -0.09 0.21
H 8.160802 0.384692 2.377098 -0.07 -0.03 -0.04
H -1.230417 -0.269564 -0.662404 0.22 -0.05 0.32
```
Forces are in eV/Å.

Total charge = +1
F_max = 3.62 eV Å⁻¹
LUMO level = -2.30 eV
Gap between HOMO and LUMO = 9.62 eV